Entry 1:
87
Properties=species:S:1:pos:R:3:forces:R:3:mulliken_charge:R:1 method="wB97M-V/def2-TZVPD" molar_mass_g_mol=869.7 gap_ha=0.2379 e_tot_ev=-83177.338 spin_multiplicity=1
La 14.46975 -10.26635 11.74642 1.1 0.3 -1.2 1.47
P 16.16538 -10.25307 9.10666 -0.6 -0.9 0.3 0.72
P 16.24712 -9.68348 15.18792 -0.1 0.3 0.4 -0.33
Si 17.61935 -10.53447 12.04635 0.8 0.2 0.3 1.30
O 13.90017 -12.11287 10.27989 -0.3 0.1 0.3 -0.44
O 10.95115 -7.65795 12.63024 -0.4 2.1 0.7 -0.69
O 12.36006 -13.65136 9.63028 0.5 0.8 0.4 -0.76
O 13.01061 -8.60040 12.69935 0.6 0.3 0.1 -0.60
N 12.02049 -10.72469 11.51967 0.3 1.6 0.4 0.76
C 15.91759 -11.61969 7.92272 0.7 -1.1 -0.3 0.70
C 20.11992 -9.92839 17.55992 0.9 2.9 -0.3 -0.49
C 16.01503 -6.67494 11.67698 -0.6 0.6 0.8 -1.02
C 15.09824 -11.67570 6.78851 -0.2 1.0 1.3 -0.38
C 16.70278 -12.75981 8.22020 0.2 1.1 -0.4 -0.69
C 12.71268 -12.61672 10.19301 0.2 -0.9 -0.6 0.12
C 20.09079 -9.71924 8.09079 -1.0 -0.1 -0.7 -0.81
C 9.79543 -10.05030 11.96322 -0.2 -0.1 0.3 -0.53
C 9.39731 -11.26187 11.41597 -1.3 -0.4 -0.9 -0.54
C 19.96682 -9.77685 10.47708 -1.6 -0.2 -0.9 -0.70
C 15.55351 -7.40264 13.94121 0.0 0.5 -0.5 -0.84
C 20.70632 -9.60160 9.31869 -0.3 -0.3 0.6 -0.97
C 14.51169 -11.50532 14.13691 -1.5 0.2 0.1 -1.85
C 11.64836 -11.78168 10.85421 -0.9 -0.7 -0.3 0.45
C 17.88066 -9.82781 16.00932 -1.2 -0.5 -1.3 0.72
C 19.17360 -10.88589 17.73364 -0.4 -1.3 -0.1 -0.72
C 10.31832 -12.10325 10.74832 -1.0 0.9 0.9 -0.75
C 18.71852 -9.91319 7.99935 0.2 0.6 0.8 -0.34
C 16.04079 -13.75777 14.14593 0.9 0.6 0.5 -0.83
C 19.93827 -8.83609 16.65687 0.4 -1.7 0.4 -0.61
C 11.74692 -8.54266 12.51108 -0.2 -1.5 -0.5 0.00
C 13.39765 -7.81119 7.52179 0.6 -0.3 0.2 -0.86
C 16.94513 -8.78038 12.47830 0.5 -0.6 -0.4 -0.59
C 18.53617 -10.04983 10.43632 2.0 0.4 -0.1 0.29
C 14.05759 -8.88446 8.14446 -0.5 0.0 0.4 -0.42
C 14.80251 -13.83988 13.55857 -0.2 -0.5 -0.5 -1.01
C 15.82333 -11.36734 14.55247 0.6 0.2 0.0 0.61
C 14.15374 -6.72765 7.02754 -0.2 -1.0 0.4 -0.76
C 19.17770 -10.97301 13.19677 -1.2 1.7 -0.3 -1.70
C 17.93156 -10.00768 9.17481 1.2 -0.4 -0.5 -0.05
C 14.04005 -12.69901 13.55198 -1.2 0.7 0.8 0.31
C 16.72769 -7.85663 11.44424 -0.2 1.1 -0.2 0.40
C 16.56907 -12.54247 14.58906 -0.6 -0.7 -0.1 -0.04
C 18.05168 -10.84844 16.91286 -0.7 -0.7 1.0 -0.14
C 15.44908 -8.88688 8.23714 0.5 0.9 -0.1 1.02
C 14.99140 -12.82370 6.02259 0.7 0.9 0.6 -0.77
C 16.20303 -7.79870 7.79099 0.4 0.5 -0.2 -0.84
C 15.54206 -6.73396 7.19122 -0.8 -0.4 0.1 -0.74
C 18.84305 -8.86519 15.83031 0.5 2.2 -0.3 -0.36
C 16.65317 -13.87059 7.42150 -0.1 -1.3 -0.3 -0.63
C 16.35419 -8.51976 13.72637 -0.5 -0.9 0.8 1.07
C 15.79116 -13.89478 6.32818 -0.3 -1.1 -0.2 -0.47
C 11.14102 -9.82031 11.98458 1.1 -0.9 0.0 0.30
C 15.39076 -6.47109 12.91301 0.4 -0.2 0.0 -0.87
H 18.26505 -9.90047 7.01974 -0.2 -0.2 -0.1 0.51
H 17.25216 -11.59217 17.09872 0.5 0.5 -0.3 0.37
H 20.70384 -8.05922 16.57731 -0.3 -0.3 0.1 0.38
H 17.21324 -14.80205 7.64524 -0.2 0.9 -0.1 0.34
H 12.98059 -12.78270 13.30138 0.3 0.2 -0.2 0.61
H 13.65778 -5.90697 6.52350 0.1 0.0 0.1 0.41
H 8.29848 -11.45549 11.41820 1.1 -0.2 -0.1 0.37
H 9.15975 -9.28136 12.41893 0.0 -0.6 -0.4 0.52
H 15.67597 -14.81332 5.75402 0.2 0.2 0.0 0.33
H 14.47681 -10.80790 6.56834 0.1 -0.2 -0.2 0.39
H 17.54705 -12.55855 14.99937 0.7 0.1 0.2 0.47
H 13.52768 -9.75001 8.65457 0.3 1.1 -1.0 0.38
H 15.93589 -5.85115 10.94669 0.0 -0.8 0.1 0.40
H 20.49818 -9.70175 11.39823 0.0 -0.1 0.6 0.42
H 17.47557 -12.66073 8.96559 -0.1 -0.3 0.5 0.40
H 10.09039 -12.96481 10.16368 -0.5 -0.5 -0.1 0.63
H 12.31479 -7.85436 7.46404 0.1 0.3 -0.1 0.46
H 17.15277 -7.92135 10.43839 0.1 -0.4 0.5 0.43
H 15.05163 -7.27213 14.89707 0.1 0.0 -0.2 0.40
H 21.76823 -9.43472 9.36624 0.2 0.1 0.1 0.46
H 16.10094 -5.90584 6.83387 0.5 0.6 -0.2 0.48
H 14.77699 -5.60351 13.09014 -0.1 0.2 -0.1 0.43
H 13.81431 -10.63433 14.31434 0.5 -1.0 -0.2 1.01
H 19.76309 -10.10102 13.52315 -0.1 -0.1 -0.4 0.31
H 20.63720 -9.64344 7.16944 0.3 0.1 -0.2 0.41
H 18.93320 -11.45963 14.10829 -0.3 -0.6 0.6 0.33
H 17.31681 -7.71415 7.90102 -1.3 -0.4 0.0 0.24
H 19.27210 -11.71906 18.44587 0.1 0.6 -0.3 0.36
H 19.77389 -11.59955 12.58531 0.8 -0.8 -0.5 0.66
H 18.72948 -7.99937 15.14055 -0.2 -0.9 0.3 0.32
H 14.41155 -14.78461 13.15354 0.2 0.5 0.3 0.43
H 20.98437 -9.75727 18.17401 0.3 -0.8 0.5 0.36
H 16.63464 -14.63743 14.29432 0.3 -0.3 -0.2 0.44
H 14.34055 -12.75789 5.19056 -0.5 -0.5 -0.7 0.49

Entry 2:
86
Properties=species:S:1:pos:R:3:forces:R:3:mulliken_charge:R:1 method="wB97M-V/def2-TZVPD" molar_mass_g_mol=960.4 gap_ha="0.2358 / 0.2427" e_tot_ev=-146669.327 charge=-1 spin_multiplicity=3
Au -0.17533 -1.07965 0.69086 0.1 -0.1 -0.1 0.31
Ge 0.31044 -3.70538 -1.17298 -0.1 -0.1 0.3 1.05
S 2.44929 -0.26773 1.24208 -0.2 0.2 -0.1 -0.53
S -2.83186 -0.32430 0.60507 0.3 0.2 0.0 -0.56
P -1.76923 1.38047 0.82480 0.1 0.1 -0.3 1.57
P 1.31866 1.40240 1.19171 0.0 0.2 -0.3 1.45
C 1.83262 3.72456 4.57848 0.0 -0.1 -0.1 -0.79
C -0.31109 -7.83435 -0.41353 0.0 0.1 0.0 -0.53
C -2.38584 3.94650 -2.31070 0.0 0.0 0.0 -0.76
C 1.30875 2.91981 5.57519 -0.1 -0.1 0.0 -0.51
C 3.53428 2.73330 0.01479 0.1 0.0 0.0 -0.34
C -1.03889 -2.90792 -2.33910 -0.2 0.1 -0.1 0.22
C 2.17735 2.76640 0.30715 0.0 -0.1 -0.1 -0.39
C -1.84269 3.00312 -1.44355 0.0 0.0 0.0 -0.34
C -2.09979 2.08922 2.48544 0.0 0.0 0.1 0.01
C -0.13256 -8.43513 -1.65236 0.0 0.0 0.0 -0.35
C -2.53648 3.18543 5.01838 0.0 -0.1 0.0 -0.46
C -3.05652 -1.74579 -3.90098 0.0 0.0 0.0 -0.44
C 2.41913 -1.87054 -2.02603 0.1 -0.1 0.0 -0.08
C -3.38083 -2.39788 -2.71710 0.1 0.0 0.0 -0.53
C 2.00719 4.89455 -0.83170 0.1 -0.1 0.0 -0.93
C 0.04244 -3.11666 0.63790 0.1 0.1 -0.3 -1.07
C -3.57606 4.58390 -1.99184 0.0 0.0 0.0 -0.41
C 3.37004 4.85793 -1.11098 -0.1 0.0 0.0 -0.50
C -0.73025 -2.25368 -3.53187 -0.1 0.0 0.0 -0.26
C 1.81541 3.29352 3.25387 0.0 0.0 0.1 -0.32
C 0.75803 1.24999 3.92866 0.0 0.0 0.0 -0.31
C -2.70974 1.33701 3.48346 0.0 0.0 0.0 -0.45
C 3.68811 -1.50702 -2.46237 -0.1 -0.1 0.0 -0.91
C 1.41837 3.84891 -0.13483 -0.1 0.1 0.0 0.24
C 1.28191 2.05321 2.91378 0.1 0.1 0.0 0.44
C -0.14710 1.06448 0.37776 -0.3 -0.1 1.0 -0.76
C -2.37874 -2.97138 -1.94698 0.0 0.1 0.0 -0.42
C -3.68637 3.33244 0.05886 0.0 0.0 0.0 -0.33
C 4.63128 -2.48494 -2.75189 0.0 0.0 0.0 -0.43
C -4.22918 4.27406 -0.80357 0.1 -0.1 0.0 -0.65
C -1.73153 -1.67585 -4.30912 0.0 -0.1 0.1 -0.63
C 3.03763 -4.18654 -2.15351 0.0 0.2 -0.1 -0.23
C -2.48476 2.69278 -0.24942 -0.1 -0.1 0.0 0.11
C 0.18493 -7.65520 -2.75858 0.0 0.1 0.1 -0.71
C 4.12928 3.77534 -0.69211 0.0 -0.1 0.0 -0.70
C -1.91370 3.94070 4.03266 0.0 -0.1 -0.1 -0.68
C 0.32321 -6.27978 -2.61842 0.0 0.0 0.1 0.00
C 0.76699 1.67983 5.24481 0.0 0.1 0.0 -0.66
C 4.30799 -3.82640 -2.59439 -0.1 0.0 0.0 -0.63
C -2.93333 1.88495 4.74231 0.1 0.0 0.0 -0.66
C -1.70262 3.39417 2.77525 0.0 0.1 0.0 0.06
C -0.16832 -6.45412 -0.28030 0.0 -0.1 -0.2 -0.55
C 2.07069 -3.21615 -1.87326 0.3 0.0 0.0 -0.04
C 0.15413 -5.65424 -1.37915 -0.1 -0.3 0.0 -0.28
H 1.40225 5.72705 -1.17005 0.0 0.0 0.0 0.45
H -4.20091 3.09164 0.98219 0.0 0.0 0.0 0.40
H 0.34969 1.04766 6.01885 0.0 0.0 0.0 0.41
H 5.04462 -4.59250 -2.80746 0.0 0.0 0.0 0.39
H -3.99767 5.31862 -2.66698 0.0 0.0 0.0 0.37
H 4.11893 1.87788 0.33547 0.0 0.0 0.0 0.39
H 1.70884 -1.08970 -1.77231 0.0 0.0 0.0 0.51
H 2.80126 -5.23788 -2.02951 0.0 0.0 0.0 0.33
H 0.35291 0.27559 3.67893 0.0 0.0 0.0 0.31
H 2.25887 4.68927 4.82604 0.0 0.0 0.0 0.40
H 1.31643 3.25332 6.60601 0.0 0.0 0.0 0.38
H -0.31365 -5.99243 0.69075 0.0 0.0 0.0 0.29
H 3.83235 5.66556 -1.66572 0.0 0.0 0.0 0.36
H 3.94044 -0.45749 -2.55668 0.0 0.0 0.0 0.42
H -2.70028 3.60894 6.00213 0.0 0.0 0.0 0.38
H -3.02184 0.32529 3.25436 0.0 0.0 0.0 0.43
H -1.58924 4.95209 4.24442 0.0 0.0 0.0 0.41
H -1.22437 3.99493 2.00847 0.0 0.0 0.0 0.22
H -4.41053 -2.43803 -2.38220 0.0 0.0 0.0 0.38
H 0.30038 -2.18244 -3.86182 0.0 0.0 0.0 0.36
H 0.49691 -3.71572 1.42749 -0.1 0.1 0.0 0.36
H -0.91348 2.49235 -1.67510 0.0 0.0 0.0 0.48
H 0.56474 -5.68310 -3.49325 0.0 0.0 0.0 0.41
H -1.47261 -1.16093 -5.22706 0.0 0.0 0.0 0.39
H -3.83438 -1.28085 -4.49512 0.0 0.0 0.0 0.36
H -1.87702 4.17923 -3.23887 0.0 0.0 0.0 0.42
H 0.34809 3.86194 0.04467 0.0 0.0 0.0 0.33
H 5.62174 -2.20104 -3.08806 0.0 0.0 0.0 0.36
H -2.64218 -3.44753 -1.00726 0.0 0.0 0.0 0.37
H 0.32086 -8.11845 -3.72900 0.0 0.0 0.0 0.37
H -0.24341 -9.50787 -1.75865 0.0 0.0 0.0 0.36
H -0.56345 -8.43939 0.44977 0.0 0.0 0.0 0.38
H 5.18770 3.73557 -0.92078 0.0 0.0 0.0 0.40
H -5.16082 4.76611 -0.55195 0.0 0.0 0.0 0.39
H 2.22918 3.93282 2.48588 0.0 0.0 0.0 0.31
H -3.41559 1.29117 5.50980 0.0 0.0 0.0 0.38

Number 1: F_max 3.079 eV/Å. Number 2: F_max 1.043 eV/Å.